# C6H10O

An isolated molecule of C6H10O in a non-equilibrium geometry (ωB97M-V/def2-TZVPD, OMol25).

```
17
Properties=species:S:1:pos:R:3:forces:R:3
O 2.543714 -0.030784 1.033725 -0.3071 -1.2271 -1.1767
C 2.633364 -1.331656 1.247688 0.5982 -0.6439 0.2333
C 1.516980 -0.074298 -0.040574 -0.2443 0.7361 -0.2037
C 0.226420 0.427393 0.523865 -0.1105 0.1640 0.0727
C -0.831687 0.656142 -0.522777 0.0458 0.1406 -0.0119
C -1.720935 -0.473192 -0.965176 -0.0053 -0.1812 -0.0994
C -2.269042 0.627037 -0.100707 -0.1940 0.1129 0.0910
H 3.725171 -1.537910 1.184705 0.3975 -0.0220 0.8886
H 2.016340 0.566613 -0.759061 -0.4134 0.3242 -0.3325
H 1.401622 -1.065462 -0.525419 0.3081 0.4453 0.5591
H 0.471339 1.354927 1.047473 -0.2406 0.0637 0.0572
H -0.123588 -0.293802 1.276431 0.0671 0.1155 -0.1528
H -0.565696 1.388467 -1.283876 -0.0778 -0.1145 0.0967
H -2.033348 -0.507831 -2.005136 0.0733 0.0165 0.1797
H -1.566422 -1.448960 -0.510632 -0.0117 0.1702 -0.0448
H -2.951077 1.345587 -0.543070 0.0737 -0.1325 0.0279
H -2.473157 0.397734 0.942537 0.0409 0.0322 -0.1844
```
Forces are in eV/Å.

Properties
Frontier orbital gap ... 8.69 eV
Energy ... -8426.620 eV
Multiplicity ... 1
ΔE to the lowest compared entry with this formula, charge and spin ... 445.8 kJ/mol
Charge ... 0